Entry 1:
{"formula": "C20H25NO3S", "method": "wB97M-V/def2-TZVPD", "smiles": "CCc1ccc(CNC(=O)CCS(=O)(=O)Cc2ccc(C)cc2)cc1", "total_charge": 0, "homo_ev": -8.7, "e_tot_ev": -39614.4063, "relative_energy_kcal_mol": 2.86, "elements": ["C", "H", "H", "H", "C", "C", "C", "C", "C", "C", "C", "H", "H", "C", "N", "C", "O", "C", "C", "H", "H", "S", "O", "O", "C", "C", "C", "C", "C", "C", "C", "H", "H", "C", "H", "H", "H", "H", "H", "H", "H", "H", "H", "H", "H", "H", "H", "H", "H", "H"], "coordinates": [[-6.288773, -2.689384, 0.582346], [-6.683031, -3.696338, 0.699180], [-6.829116, -2.195298, -0.222012], [-6.466978, -2.136934, 1.502282], [-4.791535, -2.731717, 0.269495], [-4.250964, -1.339897, 0.107758], [-3.739377, -0.645511, 1.196874], [-3.282795, 0.651424, 1.057387], [-3.333890, 1.287508, -0.176695], [-3.837027, 0.594983, -1.268493], [-4.295142, -0.701800, -1.124766], [-4.685849, -1.229611, -1.983093], [-3.869825, 1.073337, -2.236761], [-2.756108, 2.670516, -0.329524], [-1.311876, 2.573138, -0.444886], [-0.499065, 2.765740, 0.605077], [-0.837575, 3.254444, 1.663454], [0.940639, 2.300847, 0.346314], [1.004659, 0.781898, 0.288042], [0.131026, 0.307909, 0.731164], [1.900480, 0.374768, 0.749127], [1.060840, 0.178997, -1.432584], [0.880924, -1.244735, -1.420126], [0.135340, 0.946846, -2.237503], [2.751922, 0.561887, -2.042736], [3.745357, 0.052130, -1.064774], [4.435480, 0.916802, -0.223194], [5.322403, 0.424115, 0.717828], [5.535253, -0.941368, 0.848488], [4.837173, -1.803721, 0.007960], [3.955604, -1.317878, -0.937032], [3.409413, -1.996660, -1.573106], [4.990220, -2.869102, 0.098210], [6.489000, -1.487512, 1.865360], [5.967463, -2.149363, 2.555533], [7.270441, -2.068239, 1.377241], [6.954413, -0.687517, 2.434973], [5.853754, 1.112358, 1.359005], [4.284679, 1.983593, -0.308952], [2.793775, 1.638044, -2.180179], [2.805483, 0.058289, -3.004902], [1.562389, 2.679580, 1.158824], [1.289991, 2.725308, -0.595960], [-0.957359, 2.061408, -1.248398], [-3.148954, 3.162406, -1.222867], [-2.967125, 3.281317, 0.551725], [-2.880239, 1.181373, 1.908877], [-3.695702, -1.127914, 2.163338], [-4.268486, -3.240599, 1.081592], [-4.631353, -3.299875, -0.648935]], "forces_ev_per_a": [[0.155, -0.149, -0.023], [-0.113, -0.075, 0.026], [-0.088, 0.049, -0.048], [-0.063, 0.053, 0.075], [-0.213, 0.086, 0.035], [0.096, -0.120, -0.062], [0.022, -0.008, -0.033], [-0.033, 0.046, 0.006], [-0.090, 0.110, -0.056], [-0.023, 0.107, 0.101], [0.006, -0.076, 0.051], [-0.037, -0.078, -0.100], [-0.001, 0.065, -0.119], [-0.003, -0.009, 0.140], [-0.288, 0.064, -0.390], [0.632, 0.078, -0.337], [-0.090, 0.029, 0.435], [-0.181, 0.273, 0.267], [0.330, -0.233, -0.816], [-0.079, -0.166, -0.097], [0.015, -0.055, 0.105], [-0.068, 0.007, 0.059], [0.264, -0.290, 0.170], [0.098, 0.289, -0.179], [-0.835, -0.039, 0.540], [0.446, -0.083, 0.176], [-0.075, -0.061, -0.181], [0.010, -0.052, 0.037], [-0.046, 0.050, -0.020], [0.004, 0.076, -0.002], [0.069, 0.050, -0.006], [-0.054, -0.105, -0.065], [0.011, -0.132, 0.002], [0.002, -0.032, -0.002], [0.028, -0.039, 0.083], [0.084, -0.037, 0.034], [0.056, 0.009, 0.064], [0.065, 0.056, 0.071], [-0.030, 0.134, -0.019], [0.027, 0.089, -0.057], [-0.158, -0.018, -0.093], [-0.079, -0.021, -0.092], [0.059, 0.137, 0.037], [0.050, 0.103, 0.168], [-0.027, -0.004, 0.114], [-0.028, -0.020, -0.186], [0.044, 0.081, 0.110], [0.002, -0.066, 0.105], [0.053, -0.037, -0.067], [0.072, -0.038, 0.042]]}

Entry 2:
{"formula": "C41H26CaF5N3OPS2", "method": "wB97M-V/def2-TZVPD", "total_charge": -1, "homo_ev": -4.2, "e_tot_ev": -112445.1983, "relative_energy_kcal_mol": 0.00, "elements": ["Ca", "N", "C", "C", "C", "C", "C", "C", "N", "C", "C", "C", "S", "C", "N", "H", "H", "H", "H", "H", "H", "H", "F", "C", "C", "F", "C", "F", "C", "S", "C", "F", "C", "F", "O", "C", "C", "C", "C", "C", "C", "C", "P", "C", "C", "C", "C", "C", "C", "C", "C", "C", "C", "C", "C", "H", "H", "H", "H", "H", "H", "H", "H", "H", "H", "H", "H", "H", "H", "C", "C", "C", "C", "C", "C", "H", "H", "H", "H", "H"], "coordinates": [[1.569291, 0.205812, -1.523553], [-2.989302, -1.099831, -1.527333], [-2.621749, -2.399747, -1.239550], [-3.351956, -3.529974, -0.897625], [-2.629618, -4.690156, -0.681445], [-1.234767, -4.720924, -0.809420], [-0.512274, -3.591091, -1.143641], [-1.222481, -2.409916, -1.340019], [-0.768355, -1.145414, -1.668436], [-1.839798, -0.405226, -1.781520], [-1.784869, 0.980931, -2.208155], [-2.804500, 1.848892, -2.442892], [-2.158900, 3.338173, -2.993191], [-0.568780, 2.698703, -2.860030], [-0.528165, 1.472860, -2.451554], [-3.918520, -0.719806, -1.519859], [-4.431048, -3.509198, -0.808583], [-3.154765, -5.599306, -0.416186], [-0.713477, -5.656041, -0.649356], [0.558795, -3.613138, -1.278723], [-3.865156, 1.701404, -2.321728], [0.327603, 3.257641, -3.101315], [4.341007, -5.738613, 1.411746], [3.940949, -4.908105, 0.434349], [3.179842, -3.792337, 0.726414], [2.836130, -3.536018, 1.994956], [2.776858, -2.956819, -0.295213], [2.011058, -1.896953, 0.048047], [3.100011, -3.160724, -1.642943], [2.570965, -2.109894, -2.919197], [3.868426, -4.304949, -1.887681], [4.230616, -4.612241, -3.138632], [4.280800, -5.159116, -0.881749], [5.015040, -6.245118, -1.170673], [2.640663, 0.778692, 0.604586], [1.641240, 1.511110, 0.514002], [1.344091, 2.331256, 1.724612], [2.286145, 3.072551, 2.429224], [1.899135, 3.819695, 3.531597], [0.565578, 3.806242, 3.951512], [-0.376367, 3.048965, 3.267412], [-0.000268, 2.325989, 2.140568], [-1.087221, 1.206561, 1.163975], [-0.843680, -0.383758, 2.038493], [0.290421, -0.678257, 2.792066], [0.483170, -1.956695, 3.300744], [-0.445817, -2.957589, 3.062524], [-1.579934, -2.676075, 2.312284], [-1.769360, -1.402455, 1.802954], [-2.751735, 1.704156, 1.786488], [-3.411755, 2.691444, 1.053064], [-4.666879, 3.148248, 1.427480], [-5.298977, 2.608324, 2.539106], [-4.659813, 1.622034, 3.277115], [-3.396184, 1.179472, 2.908501], [3.321250, 3.049078, 2.107812], [2.630450, 4.404457, 4.076689], [0.265635, 4.387474, 4.815445], [-1.406121, 3.035736, 3.604590], [1.040722, 0.081351, 2.969188], [1.381094, -2.172821, 3.865298], [-0.279170, -3.956564, 3.446280], [-2.305800, -3.452098, 2.100214], [-2.652026, -1.195709, 1.207657], [-2.924585, 3.109979, 0.177540], [-5.153233, 3.924439, 0.848522], [-6.282994, 2.955368, 2.829880], [-5.142935, 1.200583, 4.150614], [-2.901236, 0.418797, 3.498833], [3.685198, 4.080160, -4.727575], [3.684902, 2.758338, -5.155640], [3.191185, 1.753268, -4.327055], [2.665509, 1.988704, -3.043273], [2.705875, 3.341917, -2.653462], [3.195537, 4.369054, -3.460584], [4.069637, 4.868232, -5.365927], [4.074271, 2.511910, -6.139507], [3.222595, 0.733425, -4.708245], [2.340954, 3.617368, -1.662267], [3.201921, 5.393878, -3.098645]], "forces_ev_per_a": [[0.287, 0.078, -0.376], [-0.038, 0.136, -0.057], [0.150, -0.045, 0.043], [-0.050, -0.028, -0.001], [-0.082, 0.006, 0.014], [0.096, 0.029, -0.021], [-0.076, -0.043, 0.016], [-0.118, -0.083, -0.032], [0.061, 0.224, 0.020], [0.018, -0.406, 0.098], [0.012, 0.200, -0.072], [0.067, 0.013, -0.072], [0.000, 0.010, 0.082], [-0.079, -0.105, -0.028], [0.039, 0.056, 0.063], [0.001, -0.004, -0.011], [0.007, -0.011, -0.001], [-0.008, 0.011, -0.001], [0.006, 0.008, -0.001], [0.004, -0.004, 0.009], [0.007, 0.000, -0.007], [-0.040, 0.038, -0.021], [-0.001, 0.008, 0.006], [-0.007, -0.011, 0.056], [-0.002, 0.001, -0.006], [0.016, -0.025, 0.024], [0.039, -0.023, -0.155], [-0.008, -0.039, -0.023], [-0.073, 0.078, 0.057], [0.037, -0.020, 0.063], [0.010, -0.028, 0.104], [0.014, -0.018, -0.014], [-0.001, 0.009, -0.070], [0.005, 0.003, -0.015], [0.367, -0.214, -0.393], [-0.039, 0.039, 0.391], [-0.678, 0.184, 0.133], [0.066, 0.066, 0.075], [-0.279, -0.075, 0.006], [0.219, 0.011, -0.100], [0.012, 0.093, 0.001], [0.279, -0.145, -0.202], [-0.162, 0.320, 0.184], [0.066, -0.098, -0.071], [-0.052, -0.010, -0.005], [0.002, -0.009, -0.005], [0.038, 0.012, 0.029], [-0.028, 0.013, -0.008], [0.001, -0.026, 0.009], [-0.066, -0.012, 0.185], [0.062, -0.003, -0.034], [-0.044, 0.025, 0.006], [-0.009, 0.019, -0.020], [0.030, -0.018, 0.013], [0.026, 0.030, -0.044], [-0.024, -0.008, -0.026], [-0.006, 0.006, 0.002], [0.000, -0.010, -0.006], [0.006, -0.007, 0.021], [-0.009, -0.004, -0.001], [-0.013, -0.002, -0.003], [0.002, 0.005, -0.006], [0.015, 0.008, 0.004], [-0.003, 0.010, 0.003], [-0.004, -0.006, 0.018], [-0.001, -0.007, 0.003], [0.007, 0.000, -0.004], [0.007, 0.000, -0.004], [0.000, -0.023, 0.006], [0.003, -0.004, 0.001], [0.007, -0.002, -0.018], [-0.035, 0.018, -0.035], [-0.104, -0.212, 0.217], [0.068, -0.012, -0.037], [-0.019, 0.012, 0.035], [-0.002, 0.002, 0.003], [-0.001, -0.002, 0.003], [0.005, 0.009, -0.002], [-0.006, 0.017, 0.007], [0.001, -0.002, -0.002]]}

Entry 3:
{"formula": "C17H20N2O4", "method": "wB97M-V/def2-TZVPD", "total_charge": 0, "homo_ev": -7.3, "e_tot_ev": -29108.3010, "relative_energy_kcal_mol": 406.84, "elements": ["C", "C", "H", "H", "O", "C", "O", "C", "N", "C", "O", "C", "C", "C", "N", "C", "C", "C", "C", "C", "C", "C", "C", "H", "H", "O", "C", "H", "H", "H", "H", "H", "H", "H", "H", "H", "H", "H", "H", "H", "H", "H", "H"], "coordinates": [[-7.115438, -0.783053, 0.442590], [-6.123387, -2.017143, 0.200782], [-6.635017, -2.727012, -0.341912], [-5.869084, -2.385585, 1.154836], [-5.117009, -1.869979, -0.761613], [-4.114522, -1.330691, 0.064052], [-3.990022, -1.333597, 1.369218], [-3.014258, -0.804438, -1.122251], [-2.403967, 0.415290, -0.640870], [-3.107397, 1.357460, -0.104633], [-4.414201, 1.539843, -0.179738], [-2.501708, 2.631171, 0.469234], [-1.013663, 2.564923, -0.194801], [-0.319629, 1.502118, -0.176161], [-1.014860, 0.322326, -0.566579], [1.023958, 1.327254, 0.006059], [1.836526, 0.052536, -0.123071], [3.197426, 0.018067, -0.013111], [3.895380, -1.101901, -0.208494], [5.124317, -1.369727, 0.045026], [5.968556, -0.335020, -0.037352], [5.355727, 1.053336, 0.259769], [4.110279, 1.268190, 0.088386], [3.668328, 2.210777, 0.246777], [6.150964, 1.961037, -0.040881], [7.452312, -0.386241, 0.122580], [7.986916, -1.862236, 0.084647], [9.083898, -1.332666, 0.133298], [7.575821, -2.343459, 1.033975], [7.800039, -2.228929, -0.786219], [5.545576, -2.314538, -0.165246], [3.103852, -2.087606, -0.367823], [1.269932, -0.662312, -0.269150], [1.563623, 2.186082, -0.016194], [-0.468419, 3.380757, 0.503824], [-1.123177, 3.370069, -1.048729], [-2.984246, 3.441669, 0.370019], [-2.271460, 2.265780, 1.886507], [-2.239556, -1.549954, -1.049913], [-3.582142, -0.548400, -1.878926], [-6.504901, -0.040010, 0.932604], [-8.135524, -0.936676, 1.259792], [-7.649846, -0.517500, -0.580323]], "forces_ev_per_a": [[-2.432, -0.980, -0.290], [-5.092, 0.178, -0.204], [-2.197, -2.027, -0.246], [0.979, -0.527, 0.666], [2.873, 2.648, 4.322], [2.956, 0.544, 1.447], [-0.795, 0.142, -7.677], [0.694, -0.542, 7.728], [2.121, -1.482, -0.399], [-7.139, 6.006, 0.855], [3.852, -2.652, -0.211], [7.973, -10.766, 3.677], [-5.815, 16.150, 3.081], [-0.480, -13.858, -3.176], [2.125, 2.699, 1.861], [4.668, -5.827, -0.729], [-1.197, 12.261, 1.789], [3.531, 4.298, -0.570], [-9.566, -4.755, -0.224], [6.441, -1.407, -1.323], [3.372, 4.435, 3.730], [8.932, -0.296, -3.639], [-6.234, -2.901, 0.842], [-0.388, 1.057, -0.209], [-2.051, -2.339, 1.710], [-4.398, -2.065, -1.081], [2.826, 7.314, 6.859], [-2.116, -2.811, 0.169], [0.988, 0.282, -1.556], [-1.254, -2.694, -5.212], [0.079, -1.279, 0.248], [2.431, 2.591, 0.328], [-4.849, -7.569, -1.277], [1.647, 2.530, 0.524], [-0.667, -1.519, -1.216], [0.559, -2.392, 0.417], [-3.637, 5.684, -0.748], [-0.913, 1.339, -4.226], [0.084, -0.270, -1.108], [-2.539, 0.192, -4.301], [-0.206, 0.881, -0.429], [3.375, -0.274, -2.410], [1.458, 0.002, 2.209]]}

Entry 4:
{"formula": "C3H6N2S", "method": "wB97M-V/def2-TZVPD", "total_charge": 0, "homo_ev": -9.0, "e_tot_ev": -17018.9093, "relative_energy_kcal_mol": 118.34, "elements": ["C", "C", "C", "H", "H", "H", "H", "H", "H", "N", "N", "S"], "coordinates": [[0.619070, 1.150895, 0.098922], [0.223153, -1.374227, 0.213009], [-1.680456, 0.318546, -0.206973], [0.029293, 1.962687, 0.484762], [1.457458, 1.099604, 0.887595], [1.196024, 1.370904, -0.971910], [-0.623790, -2.028208, 1.163433], [2.134724, -1.188459, -1.121396], [-1.800414, 1.416483, -0.194487], [-0.226027, -0.023319, -0.117152], [1.415884, -1.876360, -0.169140], [-2.744920, -0.828543, -0.066668]], "forces_ev_per_a": [[3.411, -0.255, -1.990], [2.011, -0.624, 0.549], [4.714, -0.456, 1.183], [-0.353, 0.506, -0.524], [-1.285, -0.803, -1.194], [-1.500, 0.055, 2.871], [2.943, 1.975, -3.367], [-3.334, -2.039, 3.720], [-0.175, -0.656, -0.303], [-2.598, 0.070, 0.693], [-1.980, 3.055, -1.349], [-1.853, -0.827, -0.288]]}

Entry 5:
{"formula": "C2H2FP", "method": "wB97M-V/def2-TZVPD", "smiles": "FP1=CC=1", "total_charge": 0, "homo_ev": -10.1, "e_tot_ev": -14110.8126, "relative_energy_kcal_mol": 16.11, "elements": ["C", "C", "F", "P", "H", "H"], "coordinates": [[0.449033, 0.236228, -0.688735], [0.503379, 0.164499, 0.612253], [-1.821425, -0.910644, 0.035627], [-1.078115, 0.651045, 0.072439], [0.963296, 0.334254, -1.539293], [0.983833, -0.475381, 1.507708]], "forces_ev_per_a": [[-1.035, 1.124, 2.492], [1.260, -3.036, 2.824], [0.377, 1.624, -0.119], [-1.806, -1.497, 0.127], [1.883, -0.415, -3.091], [-0.679, 2.200, -2.234]]}

Number 1 is which compound?
C20H25NO3S